# 1
Computed, not measured: an isolated ion of composition C4H7BrN3O2 and charge +1, with ωB97M-V/def2-TZVPD.

Computed properties:
Net charge ... +1
LUMO energy (spin up / spin down) ... -5.34 / -5.34 eV

Each line ends with the natural charge from an NBO analysis.
Cartesian coordinates (Å):
O1 -0.17436 -2.70625 0.74931  -0.32
N1 0.61294 -2.19514 -0.00489  0.51
O2 1.32917 -2.81041 -0.75320  -0.31
C1 0.61781 -0.75422 -0.14886  0.31
C2 -0.31080 0.04210 0.58507  0.01
C3 -1.61491 -0.34284 1.16282  -0.44
Br1 -3.05165 0.10804 -0.29958  -0.03
N2 -0.08865 1.41816 0.08298  -0.53
C4 1.07187 1.42269 -0.81904  -0.03
N3 1.45980 0.03394 -0.87497  -0.57
H1 -1.73969 0.27664 2.13049  0.25
H2 -1.64335 -1.39953 1.40156  0.30
H3 -0.99100 1.56373 -0.35967  0.45
H4 -0.21562 1.97082 0.88360  0.45
H5 1.91440 2.05476 -0.51429  0.25
H6 0.67845 1.71487 -1.79066  0.23
H7 2.14560 -0.39740 -1.43067  0.46

Cartesian forces (eV/Å) of the 6 atoms listed first:
O -0.12 0.30 0.64
N 0.06 -0.92 -1.11
O 0.89 0.30 -0.49
C -2.67 3.80 2.84
C 2.16 -3.90 -2.27
C 0.08 2.05 0.95



# 2
Computed, not measured: C5H9N2 as an isolated structure, with ωB97M-V/def2-TZVPD.

Computed properties:
Net charge ... +1
LUMO energy ... -3.14 eV

Each line ends with the natural charge from an NBO analysis.
Cartesian coordinates (Å):
C1 1.15938 0.64032 0.73256  0.06
C2 -0.03743 -1.19608 -0.14157  -0.26
C3 1.72769 0.34132 -0.54591  0.08
C4 -0.76051 0.07339 -0.55439  -0.10
C5 -1.87799 0.69709 0.24127  -0.63
N1 1.28011 -0.76111 0.26398  -0.35
N2 0.44505 0.98148 -0.48159  -0.32
H1 1.48592 1.18186 1.54179  0.28
H2 -0.56857 -1.59983 0.73879  0.25
H3 0.13159 -2.05453 -0.99080  0.25
H4 2.79116 0.47604 -1.40070  0.34
H5 -1.22353 0.05831 -1.58229  0.26
H6 -2.79653 0.92481 -0.27547  0.26
H7 -1.55666 1.66890 0.75185  0.25
H8 -2.09039 -0.01708 1.17017  0.22
H9 1.89071 -1.41490 0.53228  0.44

Cartesian forces (eV/Å) of the 6 atoms listed first:
C 0.76 0.18 -2.52
C -1.89 -4.05 -1.28
C 2.90 1.51 -3.85
C 0.54 1.06 -2.55
C 0.34 -0.51 4.57
N -2.96 1.90 -0.68



# 3
Computed, not measured: one molecule with the formula C7H12, with ωB97M-V/def2-TZVPD.

Computed properties:
LUMO energy ... 0.62 eV

Each line ends with the natural charge from an NBO analysis.
Cartesian coordinates (Å):
C1 2.85258 -0.95025 1.01645  -0.64
C2 2.10839 -0.34389 -0.08954  -0.26
C3 1.76697 0.85910 -0.48540  -0.03
C4 0.63980 1.11181 -1.11545  -0.10
C5 -0.62020 1.08995 -0.30623  -0.44
C6 -1.44252 -0.20724 -0.41263  -0.40
C7 -2.79785 -0.00378 0.26308  -0.60
H1 3.60766 -0.30647 1.45241  0.21
H2 3.27360 -1.89729 0.68195  0.21
H3 2.08584 -1.17270 1.77095  0.22
H4 1.45419 -1.04500 -0.60766  0.17
H5 0.61099 1.04815 -2.20166  0.20
H6 -0.35752 1.24840 0.74524  0.22
H7 -1.23507 1.92911 -0.62776  0.21
H8 -0.92111 -1.04815 0.06421  0.20
H9 -1.58569 -0.48977 -1.46288  0.20
H10 -2.67467 0.23170 1.32740  0.20
H11 -3.32891 0.83597 -0.20006  0.20
H12 -3.43648 -0.88966 0.18757  0.21

Cartesian forces (eV/Å) of the 6 atoms listed first:
C 0.37 -0.09 0.27
C -0.20 -0.53 0.06
C -0.74 -0.75 -0.30
C 0.05 0.50 -0.45
C -0.14 0.34 -0.07
C 0.03 -0.01 -0.12